ORCA calculation (ωB97M-V/def2-TZVPD) on a 12-piece molecular cluster, C45H90Cl8NO14S6 overall at a distorted geometry.

Geometry as XYZ:
```
164
Properties=species:S:1:pos:R:3:forces:R:3:lowdin_charge:R:1
C -0.8744 -2.8370 -3.7988 0.60 0.58 0.59 -0.07
C -0.0682 -2.5174 -2.4598 -1.63 -0.35 -0.63 -0.21
C -0.5736 -1.2573 -1.8057 -0.41 1.71 1.49 -0.19
C 0.0021 -1.1210 -0.3755 1.66 0.27 -0.22 -0.10
N -0.4957 -0.0156 0.5938 0.46 0.21 0.09 -0.19
C -0.5742 1.3974 0.0311 0.65 -0.11 1.08 -0.08
C 0.8563 1.9363 0.2220 0.38 1.02 -2.12 -0.17
C 1.6965 1.1233 1.1810 -2.02 -2.07 -0.06 -0.11
C 0.5520 0.2215 1.7444 0.94 -0.08 -0.66 -0.07
C -1.7659 -0.5743 1.1829 1.26 1.03 0.05 -0.02
H -0.7764 -3.8718 -4.1269 0.51 0.13 -0.13 0.06
H -0.6019 -2.1087 -4.5626 0.65 -0.31 -0.25 0.05
H -1.9529 -2.6794 -3.8088 -0.20 0.02 1.07 0.06
H 1.0124 -2.4723 -2.5952 -0.03 -0.10 -0.29 0.10
H -0.2747 -3.2622 -1.6912 0.19 -0.62 -0.29 0.10
H -1.6469 -1.3059 -1.6222 -0.30 -0.18 -0.57 0.11
H -0.3946 -0.3429 -2.3713 0.13 -0.04 -0.27 0.11
H 1.0865 -1.0109 -0.3847 0.10 0.26 -0.37 0.10
H -0.0924 -2.1077 0.0779 -0.51 0.34 0.71 0.10
H -1.1502 2.0485 0.6887 -0.68 -0.76 0.26 0.10
H -1.0119 1.4863 -0.9632 0.28 -0.48 -0.03 0.11
H 0.7228 2.9672 0.5501 0.44 0.12 -0.23 0.09
H 1.3135 1.8747 -0.7655 0.26 0.67 0.15 0.04
H 2.2482 1.6356 1.9691 -0.30 0.02 -0.18 0.10
H 2.3363 0.3794 0.7063 0.54 0.67 -0.39 0.10
H 0.1019 0.8206 2.5360 -0.66 -0.83 0.17 0.12
H 1.0203 -0.7384 1.9618 -0.83 -0.14 0.74 0.10
H -2.2405 0.2368 1.7352 -0.22 -0.25 -0.03 0.08
H -1.3256 -1.3208 1.8440 -1.07 -0.45 -0.13 0.06
H -2.3424 -0.9220 0.3257 -0.25 -0.24 0.56 0.10
C 2.5319 -4.6035 -6.0776 0.19 1.53 -0.62 -0.23
C 3.5133 -3.4840 -5.6178 -1.06 1.37 0.02 -0.27
C 4.8539 -3.8910 -6.1222 0.20 -1.81 -0.78 -0.22
S 4.9153 -5.6583 -5.5599 0.94 -0.91 0.62 0.75
O 5.6461 -5.6733 -4.2730 -1.52 0.20 -1.33 -0.36
O 5.3694 -6.6228 -6.5623 -0.64 1.28 0.72 -0.34
C 3.0162 -5.8379 -5.4413 1.19 -1.19 0.73 -0.20
H 2.6356 -4.6044 -7.1626 -0.06 -0.34 -0.15 0.12
H 1.4799 -4.3866 -5.8923 0.10 0.06 0.33 0.11
H 3.5128 -3.2133 -4.5619 -0.22 -0.47 0.10 0.05
H 3.2410 -2.5708 -6.1470 -0.12 0.19 0.11 0.12
H 5.8094 -3.4220 -5.8874 -0.41 0.13 0.48 0.11
H 4.7123 -3.8976 -7.2029 0.58 -0.30 -0.17 0.11
H 2.6223 -5.8807 -4.4259 0.62 0.01 0.31 0.10
H 2.8078 -6.8103 -5.8876 0.05 0.24 -0.34 0.10
C -3.0973 4.2550 5.8653 0.28 -0.57 0.39 -0.20
C -4.1428 4.5121 4.7463 0.00 0.56 1.05 -0.22
C -3.9119 3.6125 3.5734 0.79 -0.62 -1.10 -0.22
S -2.1447 3.0632 3.6554 2.65 1.33 1.88 0.75
O -1.2651 3.5873 2.5853 -1.64 -0.71 0.30 -0.38
O -1.9695 1.6557 3.9964 -0.82 0.35 -0.61 -0.36
C -1.7013 4.1206 5.2018 -2.69 -0.07 -2.07 -0.16
H -3.3972 3.3645 6.4177 0.18 -0.23 -0.02 0.11
H -3.1032 5.0583 6.6019 0.05 0.11 -0.16 0.12
H -4.1362 5.5573 4.4373 0.32 0.03 -0.05 0.12
H -5.1535 4.3550 5.1230 0.05 -0.11 0.15 0.12
H -4.0130 4.1473 2.6290 0.02 -0.28 -0.07 0.10
H -4.5321 2.7163 3.5577 0.18 -0.03 -0.01 0.10
H -1.6484 5.0870 4.7005 0.93 0.15 0.03 0.09
H -0.7679 3.8274 5.6823 -0.46 -0.15 0.05 0.09
C -2.2872 3.0117 -4.1635 3.16 0.92 -2.17 -0.17
C -3.2362 2.2110 -5.0240 -0.25 -0.86 -0.07 -0.24
C -2.5427 0.9777 -5.5586 1.36 -1.55 1.09 -0.21
S -0.7723 1.3567 -5.9663 -2.21 1.47 -0.50 0.72
O -0.7323 1.5389 -7.4396 0.74 -0.35 2.58 -0.35
O 0.0961 0.4667 -5.2093 -0.15 0.28 -0.86 -0.37
C -0.8664 3.0018 -5.0714 -1.50 0.10 -0.25 -0.15
H -2.0313 2.7586 -3.1347 -0.55 -0.72 -0.20 0.08
H -2.7168 4.0134 -4.1714 0.53 0.32 0.20 0.09
H -3.5829 2.7472 -5.9074 -0.06 0.60 0.34 0.13
H -4.0739 1.9949 -4.3610 -0.33 -0.48 -0.44 0.10
H -2.9595 0.3464 -6.3434 -0.22 0.65 -0.26 0.11
H -2.3658 0.2883 -4.7330 -0.17 -0.15 0.28 0.08
H -1.0268 3.6900 -5.9013 -0.07 0.07 -0.05 0.08
H 0.1000 3.2727 -4.6461 -0.21 -0.36 0.47 0.06
C -7.2855 2.0932 -0.3716 0.78 0.66 0.99 -0.22
C -6.8873 3.4105 -1.1216 0.44 -1.22 -0.08 -0.17
C -5.2911 3.5501 -1.1446 -0.98 -0.86 -0.88 -0.16
S -4.6606 1.8533 -0.6480 -0.59 -0.09 -2.74 0.69
O -4.2363 1.9847 0.7041 0.68 -0.02 1.36 -0.33
O -3.7593 1.2649 -1.6623 -0.99 0.86 1.43 -0.36
C -6.2854 1.0031 -0.7093 0.99 0.43 -1.19 -0.21
H -8.3020 1.7574 -0.5764 0.04 0.29 0.05 0.12
H -7.1550 2.3471 0.6803 -0.45 -0.42 0.31 0.11
H -7.4552 4.2679 -0.7604 0.39 -0.02 0.22 0.11
H -7.2725 3.1937 -2.1179 0.54 0.56 -0.43 0.11
H -4.7196 4.2877 -0.5811 -0.68 -0.15 0.81 0.09
H -5.0139 3.8166 -2.1645 0.17 -0.64 -0.19 0.08
H -6.2632 0.0430 -0.1937 0.01 0.44 0.67 0.11
H -6.3347 0.7058 -1.7569 -0.19 0.19 -0.27 0.10
C 4.7261 -5.5381 -0.8471 -1.30 0.71 -1.49 -0.19
C 4.9289 -5.5530 0.6906 -0.32 -0.62 -0.61 -0.19
C 4.7275 -4.1874 1.3043 -0.89 1.47 0.39 -0.21
S 3.9806 -3.0791 0.0516 3.28 0.40 -5.44 0.73
O 4.7404 -1.7974 -0.1382 -2.28 -1.64 1.89 -0.39
O 2.5338 -3.1846 -0.1486 0.32 0.52 1.71 -0.35
C 4.6022 -4.0775 -1.3986 0.93 -0.95 1.26 -0.24
H 3.7927 -6.0169 -1.1430 -0.38 -0.14 0.61 0.10
H 5.4011 -6.1201 -1.4747 0.66 0.27 0.50 0.11
H 5.9232 -5.9170 0.9494 -0.11 0.02 0.03 0.12
H 4.1859 -6.2437 1.0894 0.23 -0.07 0.21 0.11
H 5.6557 -3.7123 1.6220 -0.15 0.16 -0.15 0.11
H 3.9907 -4.0838 2.1009 0.21 -0.53 0.42 0.07
H 5.6013 -3.7807 -1.7177 -0.04 0.58 0.40 0.09
H 3.9646 -3.9193 -2.2684 -0.30 -0.22 0.39 0.06
C 2.4630 4.2172 3.0911 0.03 0.66 -0.81 -0.24
C 3.6758 4.9070 3.6563 2.31 -0.75 1.42 -0.22
C 3.4041 5.3835 5.1252 -0.90 -0.34 -1.37 -0.19
S 1.6932 5.9436 5.0034 -0.40 -2.19 0.39 0.70
O 1.6043 7.3555 4.9043 -0.19 1.54 0.02 -0.31
O 0.9660 5.2471 6.0845 0.49 0.67 -1.60 -0.36
C 1.3863 5.2667 3.2560 -1.43 -0.27 1.41 -0.18
H 2.2475 3.2516 3.5486 -0.25 0.33 0.94 0.12
H 2.6575 3.8479 2.0841 -0.12 0.79 -0.48 0.10
H 4.1332 5.7097 3.0779 -0.80 0.25 -0.31 0.12
H 4.4937 4.1866 3.6679 0.18 -0.14 0.31 0.11
H 4.0083 6.2160 5.4857 0.02 -0.26 -0.03 0.11
H 3.3145 4.5395 5.8091 0.45 0.14 0.06 0.10
H 1.3708 6.1657 2.6399 0.74 -0.17 -0.16 0.10
H 0.3682 4.8804 3.2088 0.06 -0.09 0.23 0.05
O -0.6792 -3.5138 1.9962 0.18 0.94 0.31 0.08
C -0.4430 -4.6578 1.7019 0.81 2.37 1.26 -0.55
O -1.3604 -5.3560 1.1339 -2.17 -2.45 -2.05 0.09
C -0.8897 -6.7030 0.8151 -0.54 0.08 0.59 -0.13
C 0.5316 -6.5966 1.0793 3.51 -0.84 0.91 -0.18
C 0.8010 -5.4082 2.0106 -0.31 -0.26 -0.63 -0.04
H -0.9924 -7.0645 -0.2081 -0.95 0.70 -0.04 0.14
H -1.2850 -7.4486 1.5049 -0.79 0.40 -0.04 0.14
H 1.0962 -6.3446 0.1816 0.01 -0.37 -0.16 0.12
H 0.8524 -7.5575 1.4818 0.56 0.05 -0.21 0.13
H 1.6961 -4.8689 1.7007 -0.24 0.19 0.06 0.10
H 0.8257 -5.4830 3.0978 0.06 -0.72 0.03 0.12
Cl 2.6785 -1.8731 4.1605 -0.54 -0.40 0.72 0.53
C 1.2109 -2.5925 4.9723 -0.97 -0.42 -0.83 -0.65
C 1.3984 -3.2832 6.2926 1.55 0.10 -0.08 -0.56
Cl 2.4533 -4.7317 5.8812 -0.26 0.49 0.74 0.51
H 0.8724 -3.3989 4.3218 -0.13 0.55 -0.50 0.02
H 0.4620 -1.8011 5.0016 0.10 0.00 0.12 0.06
H 0.5158 -3.6936 6.7832 -0.18 0.24 -0.53 0.08
H 1.8867 -2.5926 6.9802 0.36 -0.51 0.22 0.08
Cl 0.9939 5.8030 -0.9637 0.87 0.21 0.07 0.58
C -0.7407 5.6303 -0.9953 -1.09 -0.47 -1.34 -0.69
C -1.3902 6.4551 -2.1633 0.41 -0.39 1.09 -0.65
Cl -1.1770 8.1607 -1.7515 -0.21 0.47 -0.18 0.57
H -1.1311 5.8564 -0.0031 -0.13 0.32 -0.27 0.07
H -0.9076 4.5689 -1.1789 -0.22 -0.07 -0.03 0.04
H -2.4532 6.2470 -2.2852 -0.04 -0.01 0.41 0.06
H -0.9533 6.2919 -3.1484 0.41 -0.19 0.31 0.06
Cl -3.8875 -2.0217 3.0895 -1.41 -0.29 -1.96 0.68
C -3.0393 -1.7039 4.5167 1.28 -0.38 1.71 -0.77
C -3.7172 -0.6793 5.4081 -0.06 -0.09 -0.89 -0.68
Cl -2.6276 -0.4085 6.7458 0.31 0.22 0.93 0.60
H -1.9998 -1.4782 4.2788 -0.12 0.62 -0.07 0.05
H -2.9516 -2.6471 5.0559 -0.21 -0.01 0.19 0.07
H -4.6783 -1.0665 5.7466 0.12 0.09 0.16 0.08
H -3.8571 0.2778 4.9055 0.04 -0.17 -0.08 0.04
Cl 4.7874 -1.2850 -3.2713 1.78 -0.68 -0.24 0.70
C 3.5431 -0.1466 -2.9414 -1.28 0.92 -1.16 -0.67
C 3.9162 1.3103 -3.4438 0.13 -1.32 1.24 -0.59
Cl 2.6407 2.4130 -2.8702 0.05 0.21 -0.17 0.59
H 3.2520 -0.2492 -1.8960 0.45 0.68 0.15 0.05
H 2.7162 -0.6020 -3.4863 -0.41 0.79 -0.20 0.05
H 4.0825 1.4819 -4.5073 -0.47 -0.60 0.01 0.07
H 4.8572 1.5733 -2.9606 -0.16 0.18 0.18 0.07
```
Positions in Å, forces in eV/Å.

Output
- Frontier orbital gap: 9.88 eV
- Net charge: +1
- E_HOMO: -11.7 eV

=====

ORCA calculation (ωB97M-V/def2-TZVPD) on C47H38CrNO3 as an isolated structure at a distorted geometry.

Geometry as XYZ:
```
90
Properties=species:S:1:pos:R:3:forces:R:3:lowdin_charge:R:1
C -3.0898 2.6425 1.4602 0.03 -0.27 0.07 -0.06
C -2.4794 1.3912 1.3488 -0.02 0.18 -0.12 -0.08
C -1.6598 1.0825 0.2559 -0.20 0.15 -0.03 -0.02
C -1.4913 2.0123 -0.7662 -0.34 0.10 0.34 -0.16
C -0.5750 1.7271 -1.9637 -1.00 -0.46 0.26 -0.20
C -0.4227 0.2281 -2.2789 -0.68 1.15 0.22 -0.09
C -1.2296 -0.4546 -3.1989 -0.04 -0.51 -1.35 0.03
C -0.7710 -1.6450 -3.7685 -0.64 0.32 0.02 -0.03
C 0.4393 -2.2212 -3.3620 0.03 0.02 -0.36 -0.01
C 1.1266 -1.6607 -2.2876 -0.49 0.56 0.45 -0.02
C 0.5927 -0.5169 -1.7013 1.55 -0.97 0.64 -0.05
C -1.1977 2.3342 -3.2723 0.37 -0.88 0.51 -0.14
C -2.5825 2.5396 -3.4401 -0.71 0.30 -0.46 -0.03
C -3.1266 2.8139 -4.7052 0.21 -0.19 0.70 -0.03
C -2.3092 2.8044 -5.8386 0.30 0.12 -0.06 -0.03
C -0.9362 2.5923 -5.6881 0.29 -0.12 0.30 -0.04
C -0.3922 2.3697 -4.4178 0.02 -0.11 -0.90 -0.01
C 0.8411 2.3337 -1.6042 1.19 1.02 -0.30 -0.22
C 0.8083 3.7939 -1.0958 -0.56 -0.04 0.19 -0.11
C 2.1756 4.0429 -0.4409 0.06 0.34 0.04 -0.13
C 2.8513 2.6736 -0.4445 -0.02 0.37 -0.55 -0.17
N 1.7501 1.7024 -0.6292 0.34 0.15 -0.41 0.03
C -2.1134 3.2669 -0.6528 -0.09 -0.04 0.13 -0.07
C -2.9016 3.5869 0.4531 0.16 -0.21 -0.27 -0.04
H -3.6980 2.8861 2.3358 0.18 -0.13 -0.35 0.12
H -2.6251 0.6469 2.1310 0.01 0.19 -0.12 0.10
H -1.1287 0.1268 0.2121 -0.44 0.42 0.04 0.08
H -2.1784 -0.0209 -3.5129 0.26 -0.06 -0.11 0.13
H -1.3576 -2.1055 -4.5625 0.12 0.02 0.27 0.12
H 0.8283 -3.1150 -3.8498 -0.17 0.24 0.03 0.13
H 2.0521 -2.0862 -1.9038 -0.39 -0.03 -0.11 0.10
H 0.9212 -0.2032 -0.7155 0.25 -0.04 -0.81 0.07
H -3.2825 2.4751 -2.6019 0.44 -0.01 -0.29 0.12
H -4.1981 3.0106 -4.8018 0.41 -0.17 0.06 0.12
H -2.7349 2.9611 -6.8329 0.15 0.00 0.37 0.12
H -0.2752 2.5765 -6.5581 -0.28 0.05 0.29 0.12
H 0.6733 2.1578 -4.3306 -0.22 0.18 -0.09 0.12
H 1.4070 2.3351 -2.5509 -0.27 0.02 -0.06 0.14
H 0.5440 4.4863 -1.9060 0.19 -0.12 0.17 0.13
H 0.0454 3.9036 -0.3132 0.26 -0.11 -0.39 0.11
H 2.7596 4.7808 -1.0068 -0.07 -0.22 0.32 0.12
H 2.0434 4.4035 0.5900 0.06 -0.01 -0.40 0.11
H 3.5109 2.6257 -1.3306 -0.04 -0.12 0.28 0.13
H 3.4571 2.4756 0.4424 -0.27 -0.12 -0.20 0.10
H 2.1893 0.8591 -1.0024 -0.31 0.27 0.19 0.10
H -1.9742 4.0188 -1.4352 -0.04 -0.26 0.33 0.13
H -3.3677 4.5692 0.5083 0.12 -0.23 0.05 0.12
O -1.8378 -6.2971 4.6318 -0.53 2.50 -3.82 0.20
C -1.9574 -5.6026 3.7001 0.80 -2.97 4.36 -0.03
Cr -2.1397 -4.2250 2.3866 -0.54 -1.00 2.05 0.25
C -0.9005 -3.2873 3.4600 2.40 2.64 2.83 -0.08
O -0.2198 -2.6794 4.1896 -2.22 -2.21 -2.62 0.18
C -3.4064 -3.4801 3.5885 -2.00 1.88 3.27 -0.06
O -4.0575 -3.0637 4.4557 1.81 -1.31 -2.91 0.20
C -3.0976 -5.3946 0.8451 -0.40 -0.50 -1.10 -0.08
C -1.7165 -5.6316 0.8046 -0.17 -0.67 -0.34 -0.08
C -0.8161 -4.5661 0.7560 1.48 0.12 -0.40 -0.07
C -1.2606 -3.2248 0.6679 0.40 1.42 -0.28 -0.25
C -0.3164 -2.1138 0.7611 0.81 -0.09 0.52 0.07
C 0.5953 -1.3558 1.1209 -1.10 -1.17 -0.60 0.00
C 1.6858 -0.5236 1.4397 0.03 -0.95 1.62 -0.12
C 1.4562 0.6462 2.2631 -0.42 0.29 0.44 -0.18
C 0.2008 0.8204 2.8827 0.27 0.22 0.23 -0.03
C -0.0451 1.9329 3.6803 -0.07 -0.06 -0.17 -0.06
C 0.9185 2.9367 3.8154 0.00 -0.12 -0.05 -0.05
C 2.1861 2.7452 3.2572 -0.04 -0.22 -0.03 -0.05
C 2.4713 1.5816 2.5544 -0.05 0.12 -0.08 -0.06
C 2.9945 -1.1868 1.4679 0.32 -0.95 0.26 -0.16
C 3.2632 -2.2469 0.5748 0.44 0.16 0.02 -0.04
C 4.4971 -2.8951 0.5750 -0.04 0.06 0.20 -0.06
C 5.4668 -2.5777 1.5387 -0.18 0.17 -0.09 -0.05
C 5.1614 -1.6406 2.5313 -0.32 -0.04 -0.22 -0.05
C 3.9276 -0.9872 2.5199 0.11 0.12 -0.13 -0.02
C -2.6522 -3.0051 0.7101 0.30 1.51 -0.78 -0.07
C -3.5566 -4.0749 0.7708 -0.80 -0.28 0.03 -0.09
H -3.8068 -6.2229 0.9399 0.32 0.35 -0.02 0.16
H -1.3400 -6.6517 0.8599 -0.06 0.25 0.10 0.15
H 0.2605 -4.7476 0.8011 -0.40 -0.01 -0.05 0.16
H -0.5432 0.0257 2.7898 0.21 0.39 0.00 0.10
H -1.0030 2.0211 4.1921 0.21 0.05 -0.15 0.11
H 0.6960 3.8434 4.3812 0.08 -0.32 -0.14 0.12
H 2.9682 3.4909 3.3779 -0.15 -0.13 0.13 0.12
H 3.4972 1.3685 2.2544 -0.42 0.36 -0.22 0.11
H 2.4708 -2.5791 -0.0941 0.32 0.17 0.04 0.08
H 4.7018 -3.6629 -0.1713 -0.06 0.14 0.25 0.11
H 6.4376 -3.0781 1.5393 -0.35 0.15 -0.04 0.12
H 5.8750 -1.4177 3.3268 -0.25 -0.17 -0.22 0.12
H 3.6634 -0.3531 3.3706 0.17 -0.19 -0.44 0.12
H -3.0110 -1.9711 0.7162 0.07 -0.43 -0.06 0.15
H -4.6289 -3.8761 0.8007 0.34 -0.02 0.08 0.15
```
Positions in Å, forces in eV/Å.

Output
- Frontier orbital gap (alpha / beta): 6.69 / 3.62 eV
- Net charge: +2
- E_HOMO (alpha / beta): -11.9 / -13.2 eV
- Multiplicity: 4

=====

ORCA calculation (ωB97M-V/def2-TZVPD) on a 2-piece molecular cluster, C5H10O overall at a distorted geometry.

Geometry as XYZ:
```
16
Properties=species:S:1:pos:R:3:forces:R:3:nbo_charge:R:1
C 0.3871 -2.1223 -0.7994 -0.29 1.33 -0.16 -0.39
C -0.1736 -0.8668 -0.8535 2.27 -1.95 0.55 -0.20
C 0.6285 0.4253 -0.7279 0.73 0.64 -0.63 -0.50
C 0.1411 1.3818 0.3534 -0.90 0.55 -0.39 -0.18
C -0.1943 2.6658 0.0782 -0.06 -0.80 1.73 -0.41
H -0.2756 -2.9907 -0.6461 0.43 0.42 -0.51 0.21
H 1.4903 -2.3345 -0.8426 -1.25 0.48 0.25 0.21
H -1.2456 -0.8539 -0.8421 -0.50 0.45 -0.04 0.21
H 1.6966 0.2249 -0.5176 -0.44 -0.43 -0.23 0.22
H 0.6100 0.9730 -1.7014 -0.04 -0.33 0.62 0.22
H -0.0013 0.9372 1.3675 -0.32 0.43 -0.99 0.23
H -0.8202 3.2195 0.8119 0.97 -0.21 -0.36 0.20
H 0.2012 3.2482 -0.7456 -0.51 -0.42 -0.50 0.20
O -0.5335 -1.3408 2.0114 -2.46 0.33 0.03 -0.95
H -0.3784 -1.3703 1.0562 0.47 -0.20 0.18 0.48
H -1.5323 -1.1964 1.9976 1.90 -0.29 0.47 0.46
```
Positions in Å, forces in eV/Å.

Output
- Frontier orbital gap: 10.50 eV
- E_HOMO: -9.5 eV
- ΔE to the lowest compared entry with this formula, charge and spin: 2.208 eV
- SMILES string: C=CCC=C.O

=====

ORCA calculation (ωB97M-V/def2-TZVPD) on an isolated ion of composition C5H10NOS and charge +1 at a distorted geometry.

Geometry as XYZ:
```
18
Properties=species:S:1:pos:R:3:forces:R:3:nbo_charge:R:1
C -1.2356 -0.6292 0.9683 3.24 0.79 3.21 -0.43
N -0.4522 -0.4625 -0.3188 -1.37 -3.73 0.55 -0.39
C -0.8841 0.7675 -0.9146 -1.51 0.38 -4.32 -0.25
C -0.1002 1.9270 -0.4413 0.76 1.44 1.57 -0.57
S 1.2369 1.2928 0.6081 0.10 -0.71 -0.10 0.28
C 0.9799 -0.3875 -0.0371 1.54 0.51 1.80 0.22
C 1.9093 -1.4507 0.4546 -2.67 -1.29 -2.14 -0.10
O 1.8838 -0.8867 -0.9008 0.29 -0.52 -0.76 -0.45
H -0.9935 0.3742 1.4828 -0.96 -1.60 -0.59 0.25
H -2.2275 -0.7907 0.7708 -2.43 -0.02 -0.75 0.23
H -0.9300 -1.4237 1.7660 0.14 1.07 -2.11 0.27
H -0.7071 -1.1868 -1.0734 0.81 0.60 1.79 0.47
H -2.0402 0.8335 -0.8461 2.10 0.04 -0.26 0.27
H -0.5297 0.5748 -2.0034 -1.23 0.78 1.34 0.24
H 0.3951 2.4775 -1.2330 -0.51 0.15 -0.20 0.27
H -0.6505 2.5860 0.2341 -0.13 0.14 -0.49 0.25
H 2.6793 -1.0545 1.0188 1.63 0.26 1.22 0.22
H 1.6662 -2.5609 0.4652 0.21 1.71 0.23 0.23
```
Positions in Å, forces in eV/Å.

Output
- Frontier orbital gap: 10.21 eV
- Net charge: +1
- E_HOMO: -13.5 eV
- ΔE to the lowest compared entry with this formula, charge and spin: 2.325 eV
- SMILES string: C[N@H+]1CCS[C@@]12CO2